(1)
Density functional theory data (the ωB97M-V functional and the def2-TZVPD basis) for C30H46BrN3P2PdSe as an isolated structure.

Each line ends with the Mulliken charge.
Cartesian coordinates (Å):
C1 -3.999 -2.961 0.124  -0.217
C2 -2.580 -3.120 0.188  0.530
C3 -1.973 -4.141 -0.615  -0.144
C4 -2.727 -4.652 -1.675  -0.543
N1 -4.007 -4.310 -1.860  0.122
C5 -4.647 -3.536 -0.974  -0.425
C6 -1.773 -2.264 0.961  -0.397
C7 -0.924 -1.506 1.505  -0.760
C8 -0.254 -1.385 2.786  1.592
C9 0.597 -0.309 2.999  -0.860
C10 1.466 -0.188 4.091  -1.045
C11 1.431 -1.295 4.941  -0.163
C12 0.448 -2.325 4.906  -0.514
C13 -0.403 -2.378 3.783  -0.720
Pd1 0.571 0.572 0.512  -0.053
P1 -0.687 0.573 -1.378  0.927
H1 -0.907 -4.371 -0.488  0.513
H2 -4.510 -2.291 0.830  0.537
H3 -2.234 -5.313 -2.401  0.440
H4 -5.704 -3.303 -1.152  0.421
H5 -1.164 -3.133 3.564  0.592
H6 0.634 0.573 2.306  1.323
H7 0.345 -3.046 5.720  0.536
H8 2.087 0.709 4.211  0.635
C14 -0.119 1.932 -2.464  -0.495
C15 -0.391 1.809 -3.957  -1.357
H9 0.965 2.044 -2.316  0.520
H10 -0.553 2.863 -2.075  0.450
H11 0.018 2.683 -4.472  0.472
H12 0.089 0.940 -4.411  0.301
H13 -1.453 1.783 -4.210  0.304
C16 -0.417 -0.990 -2.279  0.044
C17 -1.470 -1.386 -3.299  -1.609
H14 -0.359 -1.780 -1.521  -0.017
H15 0.561 -0.961 -2.774  0.284
H16 -1.166 -2.301 -3.817  0.460
H17 -2.432 -1.611 -2.837  0.248
H18 -1.638 -0.643 -4.080  0.271
C18 -2.478 0.665 -1.098  0.817
C19 -3.329 1.148 -2.259  -1.492
H19 -2.633 1.334 -0.244  0.044
H20 -2.805 -0.326 -0.767  -0.287
H21 -4.366 1.221 -1.917  0.474
H22 -3.039 2.140 -2.614  0.351
H23 -3.337 0.467 -3.116  0.310
Br1 2.845 -1.271 6.254  0.196
P2 2.727 -0.258 -0.111  1.158
C20 2.916 -0.433 -1.912  -0.544
C21 4.314 -0.279 -2.473  -1.525
H24 2.251 0.308 -2.373  0.198
H25 2.518 -1.417 -2.186  0.452
H26 4.280 -0.369 -3.561  0.448
H27 4.752 0.691 -2.245  0.322
H28 5.001 -1.048 -2.125  0.317
C22 3.977 0.912 0.530  -0.497
C23 5.335 0.353 0.925  -1.355
H29 3.511 1.401 1.398  0.385
H30 4.101 1.698 -0.229  0.408
H31 5.957 1.160 1.327  0.433
H32 5.269 -0.417 1.697  0.344
H33 5.884 -0.064 0.076  0.300
C24 2.954 -1.921 0.619  -0.302
C25 4.066 -2.761 -0.011  -1.328
H34 1.977 -2.419 0.508  0.143
H35 3.120 -1.787 1.702  0.349
H36 4.104 -3.728 0.503  0.440
H37 3.886 -2.956 -1.074  0.332
H38 5.053 -2.294 0.100  0.289
C26 -2.102 1.474 2.807  -0.874
N2 -2.135 2.815 2.247  0.211
C27 -3.285 3.598 2.166  -0.436
C28 -2.943 4.733 1.512  -0.452
N3 -1.598 4.650 1.209  0.163
C29 -0.873 5.635 0.439  -0.781
C30 -1.096 3.449 1.607  0.153
Se1 0.635 3.037 1.070  -0.205
H39 -2.922 1.342 3.531  0.404
H40 -1.151 1.300 3.315  0.359
H41 -2.214 0.730 2.007  0.134
H42 -4.249 3.272 2.525  0.481
H43 -3.521 5.581 1.163  0.527
H44 -1.524 5.951 -0.383  0.360
H45 -0.601 6.500 1.059  0.299
H46 0.046 5.198 0.032  0.274

Results
HOMO (alpha / beta)   -17.7521 / -18.3386 eV
Orbital gap (alpha / beta)   5.166 / 3.459 eV
Net charge   +4
Expectation value of S²   6.0935
E_tot   -7119.3766 hartree
2S+1   5



(2)
Density functional theory data (the ωB97M-V functional and the def2-TZVPD basis) for C30H46Cl2GaN6O3Te as an isolated structure.

Each line ends with the Mulliken charge.
Cartesian coordinates (Å):
Ga1 0.296 0.652 -0.348  -0.314
C1 -1.191 0.275 -3.527  -0.759
C2 -1.423 -0.725 -2.438  0.807
O1 -2.326 -1.559 -2.507  -0.595
N1 -0.550 -0.803 -1.383  0.348
Te1 -0.963 -2.635 -0.621  0.805
C3 -2.491 -2.604 0.829  0.625
C4 -3.325 -1.542 1.164  0.965
C5 -3.290 -0.178 0.539  -1.056
C6 -4.271 -1.753 2.164  -1.230
C7 -4.407 -2.967 2.815  0.557
C8 -5.446 -3.175 3.873  -1.577
C9 -3.562 -4.010 2.442  -1.050
C10 -2.603 -3.856 1.454  0.841
C11 -1.733 -5.029 1.094  -1.801
C12 0.759 -2.638 0.607  0.933
C13 0.849 -2.090 1.889  0.798
C14 -0.278 -1.383 2.586  -0.870
C15 2.054 -2.222 2.573  -1.030
C16 3.147 -2.887 2.033  0.500
C17 4.418 -3.049 2.807  -1.702
C18 3.022 -3.421 0.755  -0.785
C19 1.845 -3.312 0.029  0.647
C20 1.791 -3.922 -1.348  -2.267
H1 -2.097 0.368 -4.121  0.397
H2 -0.390 -0.109 -4.162  0.259
H3 -0.881 1.251 -3.153  -0.065
H4 -2.555 -0.092 -0.256  -0.388
H5 -3.066 0.576 1.296  0.320
H6 -4.266 0.052 0.111  0.709
H7 -4.927 -0.934 2.432  0.415
H8 -5.896 -2.233 4.182  0.373
H9 -5.017 -3.657 4.750  0.388
H10 -6.241 -3.822 3.501  0.342
H11 -3.658 -4.970 2.929  0.437
H12 -1.975 -5.879 1.730  0.468
H13 -0.670 -4.821 1.240  0.315
H14 -1.888 -5.350 0.060  0.381
H15 -0.851 -0.733 1.917  -0.307
H16 0.116 -0.759 3.388  0.418
H17 -0.978 -2.094 3.030  0.293
H18 2.133 -1.795 3.565  0.471
H19 4.465 -2.360 3.647  0.400
H20 5.289 -2.885 2.175  0.401
H21 4.491 -4.063 3.203  0.336
H22 3.861 -3.943 0.314  0.482
H23 2.771 -4.305 -1.622  0.460
H24 1.494 -3.203 -2.118  0.456
H25 1.090 -4.762 -1.398  0.389
Cl1 2.273 2.094 1.763  -0.018
C21 1.553 2.566 3.321  -0.587
Cl2 -0.196 2.395 3.318  -0.102
H26 1.806 3.609 3.484  0.404
H27 1.979 1.917 4.079  0.368
C22 2.229 3.860 -2.005  -1.064
N2 3.257 2.846 -1.835  0.177
C23 4.582 3.347 -1.500  -1.233
C24 2.905 1.560 -1.726  0.343
O2 1.682 1.263 -1.503  0.066
N3 3.808 0.583 -1.863  0.314
C25 4.983 0.695 -2.716  -1.254
C26 3.512 -0.755 -1.372  -0.738
H28 2.650 4.674 -2.593  0.445
H29 1.909 4.249 -1.034  0.324
H30 1.372 3.445 -2.529  0.303
H31 4.460 4.189 -0.819  0.417
H32 5.122 3.686 -2.385  0.343
H33 5.158 2.581 -0.988  0.402
H34 4.905 1.572 -3.353  0.386
H35 5.019 -0.187 -3.356  0.412
H36 5.907 0.742 -2.137  0.345
H37 2.790 -0.722 -0.555  -0.403
H38 4.435 -1.194 -0.991  0.506
H39 3.123 -1.389 -2.173  0.420
C27 -4.015 5.751 -1.219  -1.118
N4 -2.992 4.725 -1.279  0.064
C28 -2.458 3.989 -0.149  -0.149
C29 -1.489 3.073 -0.863  0.122
O3 -0.777 2.266 -0.212  -0.278
N5 -1.498 3.265 -2.164  -0.366
C30 -2.415 4.248 -2.381  0.244
N6 -2.686 4.677 -3.604  -0.336
H40 -4.172 6.018 -0.178  0.402
H41 -4.958 5.392 -1.633  0.363
H42 -3.689 6.647 -1.749  0.386
H43 -3.224 3.411 0.373  0.311
H44 -1.946 4.631 0.570  0.373
H45 -2.205 4.256 -4.381  0.241
H46 -3.376 5.386 -3.785  0.224

Results
HOMO (alpha / beta)   -12.2495 / -13.3873 eV
Orbital gap (alpha / beta)   7.986 / 7.797 eV
Net charge   +2
Expectation value of S²   0.7516
E_tot   -4837.7803 hartree
2S+1   2



- Look up the expectation value of S² of the first one.
  6.0935



- Among the records above, which one has the highest E_tot?
  C30H46Cl2GaN6O3Te



- Which of these has the highest expectation value of S²?
  C30H46BrN3P2PdSe



- The highest expectation value of S² belongs to which entry?
  C30H46BrN3P2PdSe